Entry 1:
{
  "formula": "C3HN2O2",
  "method": "the ωB97M-V functional and the def2-TZVPD basis",
  "e_above_lowest_kj_mol": 383.7,
  "gap_ev": [8.51, 8.51],
  "total_energy_ha": -374.8388,
  "max_force_ha_per_bohr": 0.086,
  "charge": -1,
  "smiles": "O=C([O-])C1=CN=N1",
  "e_homo_ev": [-4.82, -4.81],
  "species": ["C", "C", "C", "N", "N", "O", "O", "H"],
  "xyz": [[0.22, -0.65, 0.51], [1.36, -0.81, -0.43], [2.60, 0.13, -0.27], [-0.32, -1.81, 0.14], [0.95, -2.04, -0.72], [3.25, 0.67, -1.15], [2.70, 0.10, 0.99], [-0.20, 0.01, 1.31]],
  "mulliken_charge": [0.010, 0.408, 0.464, -0.405, -0.511, -0.683, -0.631, 0.348]
}

Entry 2:
{
  "formula": "C22H28AuClN2O2S2Se",
  "method": "the ωB97M-V functional and the def2-TZVPD basis",
  "e_above_lowest_kj_mol": 47.9,
  "gap_ev": [6.56, 6.56],
  "total_energy_ha": -4908.8163,
  "max_force_ha_per_bohr": 0.017,
  "charge": 0,
  "e_homo_ev": [-7.87, -7.87],
  "species": ["Au", "C", "C", "N", "C", "C", "C", "S", "N", "C", "O", "C", "C", "C", "C", "C", "C", "H", "H", "H", "H", "H", "H", "H", "H", "H", "H", "H", "H", "H", "H", "H", "Se", "C", "C", "C", "C", "C", "C", "H", "H", "H", "H", "H", "O", "S", "C", "C", "C", "C", "H", "H", "H", "H", "H", "H", "H", "H", "Cl"],
  "xyz": [[1.18, -0.45, 0.01], [-0.44, 4.72, -2.67], [-1.55, 3.68, -2.71], [-1.06, 2.30, -2.81], [-1.04, 1.69, -4.15], [0.29, 1.88, -4.87], [-0.61, 1.66, -1.72], [-0.07, 0.03, -1.95], [-0.66, 2.40, -0.60], [-0.42, 1.96, 0.62], [-0.09, 0.79, 1.01], [-0.58, 2.96, 1.71], [-1.04, 4.25, 1.44], [-1.18, 5.17, 2.47], [-0.86, 4.81, 3.77], [-0.41, 3.52, 4.05], [-0.27, 2.60, 3.02], [-0.87, 5.71, -2.53], [0.14, 4.73, -3.59], [0.23, 4.52, -1.83], [-2.19, 3.84, -3.58], [-2.17, 3.76, -1.82], [-1.85, 2.16, -4.71], [-1.28, 0.64, -4.06], [0.52, 2.94, -5.02], [0.25, 1.40, -5.85], [1.10, 1.42, -4.30], [-1.28, 4.51, 0.42], [-1.53, 6.17, 2.25], [-0.97, 5.52, 4.57], [-0.16, 3.24, 5.06], [0.08, 1.60, 3.22], [1.93, -0.87, 2.30], [3.13, -2.34, 2.14], [2.65, -3.64, 2.22], [3.55, -4.70, 2.15], [4.91, -4.47, 2.00], [5.38, -3.16, 1.93], [4.49, -2.10, 1.99], [1.59, -3.82, 2.32], [3.17, -5.72, 2.20], [5.60, -5.30, 1.95], [6.44, -2.97, 1.80], [4.86, -1.08, 1.90], [-0.54, -3.08, 1.82], [-1.51, -2.53, 0.85], [-3.07, -3.46, 1.14], [-3.36, -4.31, -0.09], [-2.00, -4.72, -0.64], [-1.22, -3.42, -0.72], [-3.87, -2.76, 1.41], [-2.82, -4.07, 2.01], [-3.90, -3.72, -0.84], [-3.99, -5.17, 0.16], [-2.07, -5.21, -1.61], [-1.50, -5.41, 0.04], [-1.58, -2.77, -1.53], [-0.14, -3.50, -0.79], [2.65, -1.84, -0.98]],
  "mulliken_charge": [0.570, -1.096, -0.640, 0.089, -0.968, -0.871, 0.408, -0.471, -0.103, 0.373, -0.390, 0.470, -0.120, -0.727, -0.321, -0.799, -0.350, 0.338, 0.368, 0.253, 0.391, 0.450, 0.398, 0.488, 0.268, 0.378, 0.244, 0.300, 0.410, 0.385, 0.407, 0.411, -0.085, -0.158, -0.085, -0.647, -0.376, -0.535, -0.181, 0.447, 0.378, 0.370, 0.357, 0.371, -0.596, 0.612, -0.815, -0.591, -0.631, -0.547, 0.371, 0.333, 0.271, 0.333, 0.356, 0.298, 0.251, 0.390, -0.432]
}

Entry 3:
{
  "formula": "C19H20N2O4",
  "method": "the ωB97M-V functional and the def2-TZVPD basis",
  "e_above_lowest_kj_mol": 1678.9,
  "gap_ev": 8.10,
  "total_energy_ha": -1145.9459,
  "max_force_ha_per_bohr": 0.356,
  "charge": 0,
  "smiles": "CC(C)CCN1C(=O)c2ccc(C(=O)NCc3ccco3)cc2C1=O",
  "e_homo_ev": -9.15,
  "species": ["C", "H", "H", "H", "C", "C", "H", "H", "H", "C", "C", "N", "C", "O", "C", "C", "C", "C", "C", "C", "C", "O", "H", "H", "C", "O", "N", "H", "C", "C", "C", "C", "C", "O", "H", "H", "H", "H", "H", "H", "H", "H", "H", "H", "H"],
  "xyz": [[2.22, 4.82, 3.07], [2.70, 5.08, 3.87], [2.12, 5.66, 2.35], [2.93, 4.26, 2.40], [0.92, 4.37, 3.17], [0.25, 3.84, 2.06], [-0.16, 4.73, 1.63], [-0.46, 3.18, 2.09], [1.11, 3.30, 1.32], [1.07, 3.03, 4.26], [2.32, 1.83, 4.02], [2.03, 1.22, 2.76], [0.72, 0.49, 2.55], [0.04, -0.02, 3.56], [0.91, -0.14, 1.19], [-0.01, -1.12, 0.76], [0.19, -1.35, -0.71], [1.38, -0.83, -1.26], [2.31, -0.05, -0.79], [1.92, 0.30, 0.74], [2.68, 1.35, 1.56], [3.62, 1.89, 1.64], [3.16, 0.39, -1.11], [1.65, -1.21, -2.19], [-0.28, -2.46, -1.56], [-1.03, -3.44, -0.87], [-0.84, -2.09, -2.74], [-0.31, -1.47, -3.17], [-1.64, -3.04, -3.39], [-2.95, -2.38, -3.82], [-3.94, -2.29, -3.18], [-4.81, -1.32, -4.00], [-4.17, -1.16, -5.06], [-3.01, -1.55, -5.01], [-4.44, -0.46, -5.90], [-5.78, -1.29, -3.69], [-4.17, -2.61, -2.33], [-1.93, -4.08, -2.73], [-1.05, -3.37, -4.42], [-0.70, -1.68, 1.27], [2.05, 1.19, 4.84], [3.13, 2.32, 4.06], [0.15, 2.58, 4.49], [1.30, 3.53, 5.31], [0.43, 4.93, 3.83]],
  "mulliken_charge": [-1.777, 0.537, 0.376, 0.282, 0.776, -1.519, 0.437, 0.564, 0.056, -1.277, -1.257, 0.293, 0.091, -0.633, 1.208, -1.774, 0.748, -0.167, -1.759, 0.665, 0.298, -0.437, 0.648, 0.375, 0.315, -0.709, 0.052, 0.185, -0.682, -0.407, 0.115, -0.725, -0.162, -0.295, 0.313, 0.398, 0.824, 0.339, 0.285, 0.625, 0.333, 0.801, 0.593, 0.401, 0.646]
}